{"formula": "C7H11B", "method": "ωB97M-V/def2-TZVPD", "de_lowest_kcal_mol": 73.23, "energy_ev": -8108.086, "smiles": "C=C/C=B/C.C#CC", "orbital_gap_ev": 8.40, "lumo_energy_ev": 0.562, "e_homo_ev": -7.83, "largest_force_ev_per_a": 5.4, "symbols": ["C", "C", "C", "B", "C", "H", "H", "H", "H", "H", "H", "H", "C", "C", "C", "H", "H", "H", "H"], "coordinates": [[1.586, -1.002, 1.134], [1.643, -0.970, -0.145], [1.350, 0.205, -0.928], [1.072, 1.449, -0.447], [1.167, 2.896, -0.141], [1.286, -0.155, 1.859], [1.828, -1.970, 1.613], [2.221, -1.811, -0.574], [1.053, -0.077, -1.929], [2.060, 3.155, 0.336], [0.380, 3.426, 0.386], [1.339, 3.553, -1.011], [-1.437, -0.300, 0.908], [-2.363, -0.717, 0.241], [-3.048, -1.809, -0.446], [-0.690, 0.444, 1.096], [-4.125, -1.780, -0.571], [-2.734, -2.793, -0.017], [-2.585, -1.743, -1.363]], "atomic_forces_ev_per_a": [[-0.399, -0.503, 5.325], [1.839, 0.080, -2.257], [-0.568, -1.472, -0.862], [0.436, 0.739, -0.690], [-1.104, 2.013, -0.477], [0.233, -1.432, -1.440], [0.082, 0.886, 0.084], [-1.034, 0.322, -0.356], [-0.012, 0.506, -0.474], [1.649, -0.088, 1.324], [-0.369, -0.332, 0.239], [-0.349, -0.684, -0.480], [-0.697, 1.412, -0.906], [0.527, -1.130, 1.552], [-0.306, -0.637, 1.553], [-0.120, -0.425, 0.436], [-0.026, 0.260, 0.207], [-0.389, 0.847, -0.127], [0.606, -0.364, -2.651]], "lowdin_charge": [-0.067, -0.276, -0.083, -0.126, -0.028, 0.095, 0.066, 0.115, 0.090, 0.052, 0.065, 0.091, 0.076, -0.165, -0.116, 0.001, 0.071, 0.102, 0.040]}

=====

{"formula": "C51H45N2OP2Re", "method": "ωB97M-V/def2-TZVPD", "de_lowest_kcal_mol": 0.00, "energy_ev": -79328.104, "multiplicity": 2, "orbital_gap_ev": [6.04, 5.78], "s2": 0.77, "lumo_energy_ev": [-9.924, -10.349], "e_homo_ev": [-15.97, -16.13], "total_charge": 3, "largest_force_ev_per_a": 0.4, "symbols": ["Re", "C", "C", "C", "C", "C", "C", "C", "C", "C", "C", "N", "C", "C", "C", "C", "C", "N", "H", "H", "H", "H", "H", "H", "H", "H", "H", "H", "H", "H", "H", "H", "H", "H", "H", "O", "C", "C", "C", "C", "C", "C", "P", "C", "C", "C", "C", "C", "C", "C", "C", "C", "C", "C", "C", "C", "C", "C", "C", "C", "C", "P", "C", "C", "C", "C", "C", "C", "C", "C", "C", "C", "C", "C", "H", "H", "H", "H", "H", "H", "H", "H", "H", "H", "H", "H", "H", "H", "H", "H", "H", "H", "H", "H", "H", "H", "H", "H", "H", "H", "H", "H"], "coordinates": [[0.457, 0.213, -0.277], [-3.297, -0.185, -0.252], [-2.379, 0.656, 0.631], [-2.439, 2.084, 0.171], [-3.601, 2.786, 0.476], [-3.838, 4.019, -0.101], [-2.962, 4.509, -1.056], [-1.791, 3.837, -1.393], [-1.056, 4.283, -2.643], [-1.357, 3.327, -3.800], [-1.506, 2.658, -0.686], [-0.247, 1.985, -0.841], [0.857, 2.737, -1.008], [2.043, 2.104, -1.353], [3.327, 2.556, -1.682], [4.063, 1.432, -2.039], [3.233, 0.319, -1.872], [2.005, 0.700, -1.473], [-3.313, -1.236, 0.020], [-3.022, -0.076, -1.300], [-4.309, 0.203, -0.138], [-1.336, 0.159, 0.611], [-2.619, 0.546, 1.692], [-4.329, 2.356, 1.154], [-4.733, 4.571, 0.148], [-3.204, 5.424, -1.580], [0.024, 4.380, -2.530], [-1.398, 5.288, -2.892], [-0.975, 2.323, -3.593], [-0.903, 3.683, -4.724], [-2.431, 3.243, -3.960], [0.814, 3.799, -0.805], [3.652, 3.585, -1.699], [5.080, 1.406, -2.394], [3.473, -0.720, -2.035], [1.985, -1.396, 0.294], [3.022, -0.851, 1.098], [4.373, -1.048, 0.888], [5.263, -0.507, 1.810], [4.815, 0.211, 2.910], [3.462, 0.461, 3.058], [2.556, -0.041, 2.125], [0.806, 0.365, 2.132], [0.644, 2.139, 2.395], [1.703, 3.003, 2.096], [1.524, 4.374, 2.192], [0.292, 4.894, 2.573], [-0.765, 4.041, 2.861], [-0.595, 2.670, 2.769], [0.037, -0.585, 3.433], [0.134, -1.978, 3.360], [-0.296, -2.754, 4.420], [-0.810, -2.146, 5.560], [-0.884, -0.763, 5.646], [-0.459, 0.026, 4.589], [2.181, -2.517, -0.558], [3.170, -3.464, -0.389], [3.295, -4.450, -1.365], [2.458, -4.487, -2.470], [1.402, -3.592, -2.556], [1.238, -2.618, -1.575], [-0.337, -1.802, -1.274], [-1.138, -1.524, -2.849], [-2.380, -2.083, -3.146], [-2.952, -1.855, -4.389], [-2.293, -1.072, -5.327], [-1.056, -0.509, -5.030], [-0.478, -0.730, -3.793], [-1.255, -3.018, -0.307], [-1.429, -4.288, -0.874], [-2.127, -5.266, -0.190], [-2.652, -4.997, 1.069], [-2.466, -3.750, 1.645], [-1.768, -2.766, 0.960], [4.756, -1.604, 0.048], [6.323, -0.664, 1.665], [5.520, 0.595, 3.634], [3.106, 1.060, 3.887], [2.667, 2.616, 1.797], [2.352, 5.040, 1.988], [0.162, 5.964, 2.657], [-1.721, 4.447, 3.163], [-1.424, 2.020, 3.016], [0.562, -2.456, 2.487], [-0.219, -3.832, 4.364], [-1.138, -2.754, 6.393], [-1.262, -0.296, 6.546], [-0.494, 1.102, 4.682], [3.828, -3.468, 0.464], [4.074, -5.193, -1.256], [2.597, -5.238, -3.234], [0.688, -3.659, -3.369], [-2.902, -2.692, -2.420], [-3.911, -2.294, -4.626], [-2.742, -0.901, -6.296], [-0.544, 0.096, -5.765], [0.492, -0.295, -3.574], [-1.030, -4.519, -1.854], [-2.261, -6.241, -0.639], [-3.201, -5.763, 1.599], [-2.861, -3.538, 2.630], [-1.617, -1.812, 1.443]], "atomic_forces_ev_per_a": [[0.001, 0.268, -0.080], [-0.191, 0.079, 0.064], [0.207, -0.241, -0.280], [-0.082, -0.034, 0.190], [0.116, -0.040, 0.070], [-0.045, 0.031, 0.007], [0.111, 0.008, -0.036], [-0.042, 0.133, -0.118], [0.005, 0.034, 0.039], [-0.007, -0.029, -0.007], [0.159, -0.167, -0.037], [-0.346, 0.123, 0.050], [0.006, -0.121, 0.092], [0.068, 0.051, -0.082], [-0.022, 0.035, -0.041], [-0.044, -0.042, -0.005], [0.004, -0.014, -0.032], [-0.171, 0.093, 0.365], [-0.016, 0.063, -0.002], [-0.008, 0.007, -0.030], [-0.019, -0.016, -0.041], [0.048, 0.100, 0.006], [-0.014, -0.006, -0.004], [0.014, -0.017, 0.003], [-0.010, 0.003, -0.006], [0.005, 0.013, -0.007], [-0.005, 0.007, 0.008], [-0.035, -0.025, -0.016], [0.006, -0.002, -0.008], [0.018, 0.002, -0.002], [-0.005, 0.012, -0.006], [0.000, 0.016, -0.084], [0.028, 0.013, -0.004], [0.025, 0.018, 0.001], [-0.002, -0.019, -0.004], [0.188, -0.184, 0.044], [-0.151, -0.096, -0.087], [0.032, 0.037, 0.083], [-0.004, -0.009, -0.018], [-0.001, -0.001, 0.000], [-0.043, 0.058, 0.011], [0.096, -0.074, 0.048], [0.279, 0.124, -0.074], [-0.045, -0.010, 0.064], [-0.011, -0.024, -0.011], [-0.039, 0.007, 0.013], [0.023, -0.007, -0.007], [0.003, 0.043, -0.027], [-0.009, 0.021, -0.024], [-0.069, 0.087, 0.117], [0.060, -0.015, 0.013], [-0.013, 0.011, 0.014], [0.006, 0.002, -0.008], [-0.012, -0.018, 0.009], [-0.036, -0.064, -0.014], [-0.045, 0.118, 0.078], [-0.056, -0.010, -0.081], [0.036, -0.010, 0.023], [-0.011, -0.008, -0.009], [-0.042, 0.022, 0.027], [0.110, -0.040, 0.021], [-0.110, -0.174, -0.035], [0.024, -0.011, -0.024], [-0.041, 0.031, 0.001], [-0.001, 0.009, 0.003], [0.023, 0.013, -0.004], [-0.038, -0.018, 0.017], [0.031, 0.009, -0.036], [-0.067, -0.092, -0.022], [0.001, 0.043, -0.057], [-0.014, -0.022, 0.035], [-0.001, 0.012, -0.017], [0.036, 0.007, -0.011], [0.078, -0.044, 0.058], [-0.022, -0.041, -0.034], [0.006, -0.004, -0.003], [0.005, 0.002, 0.005], [-0.002, 0.014, -0.004], [0.037, -0.036, 0.019], [0.015, 0.000, -0.006], [-0.005, 0.010, 0.005], [-0.012, -0.013, 0.010], [-0.022, 0.017, -0.078], [0.004, -0.005, -0.034], [0.005, 0.001, 0.006], [0.000, -0.005, 0.003], [0.000, 0.011, -0.004], [0.037, -0.058, 0.049], [0.028, 0.028, 0.032], [0.000, -0.003, 0.004], [0.007, -0.002, -0.007], [0.002, -0.006, -0.007], [0.013, 0.001, -0.004], [-0.009, -0.002, -0.004], [-0.006, -0.002, -0.010], [0.002, 0.006, -0.012], [0.007, -0.018, 0.030], [0.005, 0.013, -0.005], [-0.002, -0.004, -0.007], [-0.002, -0.009, 0.002], [-0.009, -0.006, 0.005], [-0.003, 0.058, -0.034]], "lowdin_charge": [1.268, -0.043, -0.199, -0.197, -0.019, -0.018, 0.003, -0.152, -0.183, -0.061, -0.163, -0.065, -0.040, -0.277, 0.061, 0.013, -0.062, -0.092, 0.065, 0.084, 0.105, -0.004, 0.129, 0.135, 0.128, 0.132, 0.092, 0.124, 0.053, 0.088, 0.093, 0.151, 0.140, 0.129, 0.131, -0.221, -0.247, -0.007, -0.006, -0.022, -0.042, -0.274, 1.051, -0.342, -0.096, -0.045, -0.024, -0.031, -0.102, -0.337, -0.103, -0.045, -0.023, -0.032, -0.060, -0.252, 0.010, -0.006, -0.023, -0.046, -0.285, 1.023, -0.370, -0.075, -0.031, -0.025, -0.049, -0.103, -0.331, -0.072, -0.030, -0.023, -0.045, -0.131, 0.120, 0.132, 0.130, 0.133, 0.104, 0.123, 0.126, 0.127, 0.099, 0.107, 0.124, 0.127, 0.126, 0.100, 0.128, 0.132, 0.129, 0.126, 0.111, 0.125, 0.126, 0.122, 0.094, 0.111, 0.126, 0.126, 0.121, 0.068]}